Formula: C20H41N2P3RuSe
Source: the Open Molecules 2025 dataset
Level of theory: ωB97M-V/def2-TZVPD

2S+1 = 5
charge = +4
total energy = -120133.0913 eV
frontier orbital gap (alpha / beta) = 0.2388 / 0.1465 hartree
highest occupied orbital energy (alpha / beta) = -19.17 / -20.83 eV
⟨S²⟩ = 6.037

Element x y z (Å)
1 Ru -0.13889 -0.40617 -0.37766
2 P 0.17748 1.33404 0.98302
3 P -2.32906 -0.03000 -0.71050
4 P 2.00262 -0.67002 -0.81621
5 H -1.63604 -2.70504 -4.46384
6 C -0.79238 -3.21660 -3.98357
7 C -0.49172 -3.03735 -2.69073
8 H -0.73677 -2.13586 -2.12747
9 C 0.35378 3.05683 0.32881
10 C -1.06916 1.79938 2.27839
11 C 1.64129 1.53221 2.13363
12 C -2.95250 -1.10733 -2.07356
13 C -3.35694 -0.40929 0.78453
14 C -3.04101 1.62388 -1.13583
15 C 2.30501 -1.95351 -2.10740
16 C 3.05938 -1.25641 0.59689
17 C 3.03123 0.76314 -1.38437
18 H -0.23438 -3.93794 -4.60981
19 H 0.16816 -3.72520 -2.17026
20 H 0.60562 3.75181 1.14466
21 H -0.59015 3.38848 -0.11913
22 H 1.17374 3.06694 -0.39908
23 H -0.68358 2.67909 2.82641
24 H -1.14558 0.95768 2.98135
25 H -2.03471 2.05060 1.81527
26 H 1.56940 2.48680 2.69678
27 H 2.57803 1.53439 1.55272
28 H 1.62677 0.71904 2.87371
29 H -4.03050 -0.97251 -2.18291
30 H -2.75146 -2.15803 -1.83926
31 H -2.49176 -0.89339 -3.04628
32 H -4.41954 -0.14638 0.71588
33 H -2.93963 0.08201 1.67015
34 H -3.25562 -1.48542 0.92506
35 H -4.12573 1.49874 -1.06772
36 H -2.79455 1.89820 -2.17253
37 H -2.70984 2.44635 -0.48683
38 H 3.37349 -2.05938 -2.31150
39 H 1.81501 -1.76528 -3.07044
40 H 1.93694 -2.91395 -1.73370
41 H 4.11618 -1.42941 0.36536
42 H 2.63977 -2.19317 0.96845
43 H 3.03351 -0.55426 1.43249
44 H 3.99164 0.34341 -1.69103
45 H 3.21908 1.53080 -0.62460
46 H 2.56965 1.23192 -2.25729
47 C 0.16012 0.93438 -4.75409
48 C 0.08786 -0.45942 -4.85229
49 C 0.34914 -1.08136 -6.08900
50 C 0.73220 -0.34385 -7.21934
51 C 1.03410 1.00778 -7.02946
52 C 0.79844 1.62494 -5.79745
53 Se -0.55768 2.05004 -3.32441
54 H -1.23408 0.97611 -2.51922
55 H -0.19131 -1.05927 -3.99642
56 H 0.24597 -2.15716 -6.19453
57 H 0.85442 -0.81962 -8.19231
58 H 1.46629 1.57013 -7.83822
59 H 1.04074 2.67568 -5.62355
60 N -0.56554 -2.96219 0.84438
61 C -0.72220 -3.65310 1.96800
62 C -0.44089 -2.83062 3.02620
63 C -0.10976 -1.59159 2.45164
64 N -0.19412 -1.69645 1.09185
65 H -0.70397 -3.32476 -0.07824
66 H -1.04809 -4.67037 1.98627
67 H -0.44502 -2.98238 4.08916
68 H 0.18427 -0.64867 2.90359

=====

Formula: C18H48I3NO24P5S2
Source: the Open Molecules 2025 dataset
Level of theory: ωB97M-V/def2-TZVPD

2S+1 = 1
charge = -1
total energy = -162472.2749 eV
frontier orbital gap = 0.1495 hartree
highest occupied orbital energy = -5.86 eV

Element x y z (Å)
1 C 6.00232 -1.08341 3.25229
2 C 4.99594 0.18558 3.53896
3 I 5.92719 2.19380 3.82626
4 C 3.48621 0.06962 3.64986
5 I 2.41922 1.93701 4.08973
6 S 2.67964 -1.62929 3.43993
7 O 3.28543 -2.50594 4.60655
8 O 3.15261 -2.36946 2.12808
9 N 0.95748 -1.64917 3.68054
10 S 0.08258 -0.64224 2.57088
11 O -0.67574 0.44872 3.42329
12 O -1.07222 -1.53891 1.97469
13 I 1.31634 0.22796 0.69189
14 H 5.66805 -1.69941 2.31400
15 H 6.12993 -1.79406 4.20331
16 H 7.07374 -0.63456 2.98190
17 C 0.39170 -4.30714 -1.06431
18 O 0.00651 -3.00068 -1.49468
19 P 1.03545 -2.42761 -2.76190
20 O 0.61340 -0.99057 -2.44680
21 O -0.04234 -3.04979 -3.87658
22 C -1.28672 -3.65406 -3.52698
23 O 2.06430 -1.85452 -4.02916
24 C 2.34494 -2.83334 -5.02246
25 H -0.36584 -4.68527 -0.36866
26 H 0.47982 -5.00105 -1.90870
27 H 1.36532 -4.26738 -0.57095
28 H -1.91081 -2.98731 -2.93211
29 H -1.15355 -4.59683 -3.02500
30 H -1.82426 -3.89841 -4.44595
31 H 1.43802 -3.10349 -5.57579
32 H 2.76500 -3.72588 -4.55384
33 H 3.05126 -2.42642 -5.74647
34 C 0.42129 7.28940 -0.50743
35 O 0.90589 6.51895 0.59348
36 P 1.45528 4.96178 0.07734
37 O 1.30532 4.44089 1.50866
38 O 2.99399 5.59225 -0.08426
39 C 3.34766 6.92687 0.27568
40 O 2.00473 3.40465 -0.43875
41 C 2.78398 3.44029 -1.62829
42 H 0.21948 8.30909 -0.16061
43 H 1.15020 7.32775 -1.32565
44 H -0.49259 6.84211 -0.90450
45 H 3.10307 7.14729 1.31468
46 H 2.90442 7.65558 -0.38085
47 H 4.42516 7.04807 0.14355
48 H 3.73056 3.96779 -1.46277
49 H 2.22374 3.93820 -2.42259
50 H 3.03406 2.42329 -1.93130
51 C -2.52328 5.83658 0.73096
52 O -3.49041 6.29830 -0.21345
53 P -4.95031 5.37468 -0.12056
54 O -5.32195 5.83087 -1.53346
55 O -5.55486 6.49630 0.96005
56 C -4.86990 7.69181 1.33081
57 O -6.41023 4.45116 -0.02767
58 C -6.84026 4.19667 1.30418
59 H -1.67753 6.53332 0.73662
60 H -2.94304 5.77559 1.74207
61 H -2.18109 4.83587 0.45821
62 H -4.61666 8.30208 0.46400
63 H -3.99321 7.49086 1.92204
64 H -5.52135 8.27679 1.98393
65 H -7.13109 5.12581 1.80793
66 H -6.03787 3.71368 1.86594
67 H -7.72072 3.55391 1.28681
68 C -4.36500 1.07606 5.71324
69 O -5.42386 1.65891 4.95197
70 P -5.62523 0.85197 3.43497
71 O -6.35036 2.08189 2.88362
72 O -6.76297 -0.14128 4.14927
73 C -7.21399 0.00655 5.49485
74 O -5.82669 0.04505 1.91801
75 C -5.77063 -1.37306 2.01456
76 H -4.36686 1.52036 6.71492
77 H -4.48304 -0.01028 5.80376
78 H -3.40602 1.26101 5.22429
79 H -7.60942 1.00425 5.68498
80 H -6.44775 -0.23999 6.20942
81 H -8.01065 -0.71860 5.67557
82 H -6.61930 -1.76206 2.58910
83 H -4.83716 -1.67442 2.49467
84 H -5.83337 -1.80946 1.01743
85 C 3.33345 -8.70967 -5.74106
86 O 3.47279 -7.35925 -5.29679
87 P 4.27910 -7.28055 -3.76817
88 O 3.69273 -5.88579 -3.53725
89 O 5.73002 -7.10334 -4.57729
90 C 5.84024 -6.98930 -5.99528
91 O 5.08546 -7.20179 -2.23962
92 C 6.21645 -8.05953 -2.14664
93 H 2.95061 -8.70383 -6.76779
94 H 4.29131 -9.24289 -5.71968
95 H 2.64409 -9.24974 -5.08836
96 H 5.24260 -6.16570 -6.38571
97 H 5.59237 -7.90865 -6.49715
98 H 6.88660 -6.80421 -6.24835
99 H 7.00890 -7.74148 -2.83404
100 H 5.92271 -9.08535 -2.37924
101 H 6.62954 -8.01076 -1.13885

=====

Formula: C2HCeO3
Source: the Open Molecules 2025 dataset
Level of theory: ωB97M-V/def2-TZVPD

2S+1 = 3
charge = +3
total energy = -21120.3832 eV
frontier orbital gap (alpha / beta) = 0.1504 / 0.3560 hartree
highest occupied orbital energy (alpha / beta) = -21.46 / -25.49 eV
⟨S²⟩ = 2.024

Element x y z (Å)
1 O 0.13357 -0.66683 1.41106
2 O -0.73741 2.37064 0.94135
3 O 0.24714 -0.61626 -0.61386
4 C -0.43773 1.37432 0.43970
5 C 0.33606 0.15397 0.47388
6 Ce 0.42256 -1.06392 -2.99011
7 H 0.03580 -1.55193 0.33799

=====

Formula: C8H15BrClF6N2O5PS2
Source: the Open Molecules 2025 dataset
Level of theory: ωB97M-V/def2-TZVPD

2S+1 = 1
total energy = -151583.2978 eV
frontier orbital gap = 0.3085 hartree
highest occupied orbital energy = -9.08 eV

Element x y z (Å)
1 C 0.63783 -3.58074 -0.98322
2 C 0.40260 -2.17295 -0.41963
3 C 0.01196 -1.06785 -1.43019
4 Cl 0.19627 -1.61377 -3.11330
5 N -1.33674 -0.44175 -1.20272
6 C -2.53502 -1.14704 -1.77012
7 C -2.89067 -2.51393 -1.14288
8 C -4.33404 -2.47218 -0.58026
9 Br -2.91050 -3.83561 -2.59243
10 P -1.61132 0.04676 0.52580
11 O -2.44765 1.23902 0.45620
12 H -0.23066 -3.99902 -1.48116
13 H 0.82377 -4.20990 -0.11177
14 H 1.54130 -3.63780 -1.57758
15 H 1.35364 -1.87690 0.01678
16 H -0.28994 -2.28877 0.41587
17 H 0.73663 -0.26703 -1.32745
18 H -1.30902 0.46537 -1.68334
19 H -3.37558 -0.48176 -1.57727
20 H -2.48628 -1.23423 -2.84783
21 H -2.25296 -2.81632 -0.32227
22 H -4.56137 -1.51906 -0.10886
23 H -4.40315 -3.26244 0.16425
24 H -5.03542 -2.73192 -1.36466
25 H -2.27726 -1.02402 1.14956
26 H -0.32148 0.27700 1.07368
27 C 4.71052 3.76249 0.16001
28 F 6.00778 3.55480 -0.07212
29 F 4.55305 5.04209 0.52022
30 F 4.04987 3.58641 -0.99720
31 S 4.09741 2.62060 1.45971
32 O 4.85616 2.94918 2.63067
33 O 4.30148 1.30331 0.91839
34 N 2.58936 3.12963 1.45140
35 S 1.58644 2.41462 2.43380
36 O 1.76576 2.66646 3.83236
37 O 1.21828 1.05389 2.07519
38 C 0.09564 3.35665 1.95954
39 F -0.17717 3.17385 0.64805
40 F 0.18945 4.66902 2.15875
41 F -0.93895 2.88383 2.65606

=====

Q: What is the formula in the second record?
A: C18H48I3NO24P5S2